DFT (ωB97M-V with the def2-TZVPD basis set) results for an isolated molecule of C2H6N4O at a distorted geometry.

Summary:
SMILES ... [H]/N=C/N(N)/C=N\O
Gap between HOMO and LUMO ... 9.56 eV
Energy relative to the best compared isomer or geometry (same formula, charge and spin) ... 144.5 kcal/mol
Max |F| ... 4.2 eV/A
Charge ... 0
LUMO level ... 0.66 eV

The geometry in XYZ format:
```
13
Properties=species:S:1:pos:R:3:forces:R:3
H -0.1877 3.0312 -0.2557 -0.10 -1.49 0.46
N -0.3254 1.9954 -0.3568 0.77 0.45 0.78
C 0.4770 1.2363 0.2854 0.90 -0.29 -0.58
N 0.4056 -0.1969 -0.0715 1.58 2.01 1.48
N 1.5660 -0.9378 0.1356 3.40 -1.42 -0.22
C -0.5378 -1.1772 -0.1479 -2.50 -0.38 -2.57
N -1.8257 -1.1829 -0.0574 0.31 0.37 -0.11
O -2.5385 0.0676 0.2395 2.59 -1.24 -0.35
H 1.3980 1.5632 0.9947 -2.18 -1.11 -1.77
H 1.3203 -1.8041 0.6711 0.60 1.44 -0.01
H 1.9096 -1.3979 -0.7847 -0.56 1.60 1.55
H 0.2091 -1.9656 -0.6725 -3.96 0.24 1.25
H -1.8705 0.7689 0.0203 -0.84 -0.18 0.10
```
Forces are in eV/Å.



DFT (ωB97M-V with the def2-TZVPD basis set) results for C2H6N4O2 as an isolated structure at a distorted geometry.

Summary:
Gap between HOMO and LUMO ... 9.02 eV
Energy relative to the best compared isomer or geometry (same formula, charge and spin) ... 172.4 kcal/mol
Max |F| ... 8.7 eV/A
Charge ... 0
LUMO level ... 0.56 eV

The geometry in XYZ format:
```
14
Properties=species:S:1:pos:R:3:forces:R:3
C 1.1666 -0.3096 0.1577 4.84 -0.91 0.51
C -1.0030 -0.1224 -0.3218 -3.99 1.04 3.40
H 4.3352 0.0157 0.4986 -4.28 0.48 -2.25
H 3.0163 1.1128 -0.0898 -1.01 0.82 0.40
H 1.0634 0.9621 0.7671 0.19 -4.55 -2.41
H -1.8118 1.7679 -0.1356 2.44 -2.81 -0.10
H -2.2924 -1.6266 0.4492 1.63 -0.61 -0.34
H -3.7150 -0.1227 -0.7770 -0.04 0.20 2.91
N 3.3295 0.1789 -0.1275 4.55 -4.63 1.76
N 2.3706 -1.0252 -0.1105 -4.04 7.62 1.33
N -0.9118 1.1055 -0.1810 -1.38 4.92 -1.28
N -2.1808 -0.7928 -0.1002 0.05 -3.31 -0.33
O -0.0006 -0.9458 -0.2245 2.81 -0.63 0.13
O -3.3664 -0.1977 0.1952 -1.75 2.38 -3.74
```
Forces are in eV/Å.



DFT (ωB97M-V with the def2-TZVPD basis set) results for an isolated molecule of C2H6N4O2 at a distorted geometry.

Summary:
SMILES ... N/N=C/NO/C=N/O
Gap between HOMO and LUMO ... 9.51 eV
Energy relative to the best compared isomer or geometry (same formula, charge and spin) ... 144.5 kcal/mol
Max |F| ... 5.3 eV/A
Charge ... 0
LUMO level ... 0.76 eV

The geometry in XYZ format:
```
14
Properties=species:S:1:pos:R:3:forces:R:3
N 2.0764 -1.9078 0.1642 -0.36 -0.40 -3.79
N 0.9865 -0.9759 -0.0077 -1.64 -2.09 -0.60
C -0.0926 -1.4902 -0.5159 2.08 0.29 0.69
N -1.1902 -0.6863 -0.6093 -2.44 -3.16 -0.72
O -0.8549 0.5688 -0.8114 0.04 3.33 -0.80
C -0.9026 1.3013 0.3176 -0.08 -0.31 1.46
N -0.9926 2.5591 0.1679 0.85 -0.93 -0.41
O -0.8920 3.1048 1.4258 2.71 4.16 1.99
H 2.1944 -2.3772 -0.8760 0.10 1.26 3.39
H 2.8392 -1.2411 0.2392 0.40 -0.49 -0.03
H -0.3216 -2.4726 -0.9505 0.76 -0.17 0.59
H -1.8864 -1.0232 -1.3185 0.94 0.77 0.91
H -0.8368 0.7191 1.3268 -0.07 1.23 -1.96
H -0.1266 3.9212 1.4477 -3.29 -3.49 -0.72
```
Forces are in eV/Å.



DFT (ωB97M-V with the def2-TZVPD basis set) results for a 2-piece molecular cluster, C2H6N4O3 overall at a distorted geometry.

Summary:
SMILES ... [O-]/[N+](O)=N\CO.N#CN
Gap between HOMO and LUMO ... 9.77 eV
Energy relative to the best compared isomer or geometry (same formula, charge and spin) ... 111.9 kcal/mol
Max |F| ... 4.0 eV/A
Charge ... 0
LUMO level ... 0.13 eV

The geometry in XYZ format:
```
15
Properties=species:S:1:pos:R:3:forces:R:3
O 1.1889 -2.7641 -1.1241 0.31 0.55 -0.23
N 0.9406 -1.5819 -0.9366 -1.29 0.77 0.29
O 1.7815 -0.6440 -1.4605 2.17 -3.09 -1.15
N -0.0222 -1.0491 -0.3468 -2.00 0.98 0.13
C -1.1221 -1.9163 0.1365 2.26 -1.55 1.24
O -1.8267 -1.3930 1.2593 2.63 -1.75 0.04
H 1.5068 0.2577 -1.3019 -1.22 1.10 0.92
H -0.5092 -2.7874 0.4858 -1.33 0.08 -0.01
H -1.8571 -2.2289 -0.6093 0.47 0.20 -0.43
H -2.4114 -0.7783 0.9193 -1.97 2.07 -0.87
N 1.1071 1.7035 -0.5853 0.46 0.96 0.52
C 0.8908 2.5172 0.2021 -0.25 -1.37 -1.52
N 0.4702 3.4730 1.0070 -0.68 1.17 0.33
H 0.0476 3.1021 1.8428 0.01 0.04 0.33
H -0.1848 4.0896 0.5117 0.46 -0.17 0.41
```
Forces are in eV/Å.



DFT (ωB97M-V with the def2-TZVPD basis set) results for an isolated molecule of C2H6N4OS at a distorted geometry.

Summary:
SMILES ... [H]/N=C\NOC(=S)NN
Gap between HOMO and LUMO ... 9.89 eV
Energy relative to the best compared isomer or geometry (same formula, charge and spin) ... 99.9 kcal/mol
Max |F| ... 4.3 eV/A
Charge ... 0
LUMO level ... 0.73 eV

The geometry in XYZ format:
```
14
Properties=species:S:1:pos:R:3:forces:R:3
H -3.9596 0.5105 0.6229 -0.26 0.57 1.32
N -3.7628 0.1084 -0.2574 -0.55 -0.74 -1.44
C -2.5596 -0.1684 -0.4333 0.21 1.65 1.91
N -1.5190 0.1863 0.4896 0.31 -0.37 -2.19
O -0.4663 -0.7420 0.2188 1.20 0.22 0.45
C 0.8355 -0.2094 0.0861 -2.12 0.51 0.54
S 2.0641 -1.2159 -0.0698 1.10 -1.04 -0.34
N 0.9104 1.1140 0.1694 -2.42 2.63 -1.28
N 2.0495 1.8790 -0.2516 2.21 -3.71 -0.08
H -2.1722 -0.5337 -1.3300 0.47 -0.82 -1.42
H -1.8073 0.0608 1.4284 -0.13 -0.29 1.20
H 0.0366 1.7085 0.0068 1.44 -1.70 0.53
H 2.5995 1.1333 -0.9683 -1.58 2.46 2.30
H 2.6058 1.7638 0.6393 0.11 0.63 -1.50
```
Forces are in eV/Å.



DFT (ωB97M-V with the def2-TZVPD basis set) results for C2H6N4S as an isolated structure at a distorted geometry.

Summary:
Gap between HOMO and LUMO ... 8.48 eV
Energy relative to the best compared isomer or geometry (same formula, charge and spin) ... 130.2 kcal/mol
Max |F| ... 6.2 eV/A
Charge ... 0
LUMO level ... 0.92 eV

The geometry in XYZ format:
```
13
Properties=species:S:1:pos:R:3:forces:R:3
C 1.5799 0.4184 -0.1692 0.26 -1.31 -1.66
C 0.9658 -0.7583 -0.7589 -2.64 -0.53 1.75
N 0.7664 1.3338 0.0565 -0.59 2.17 1.48
N -0.8399 -0.3019 -0.3823 4.17 -2.93 -3.62
N -0.5477 0.9684 -0.0452 -1.62 2.46 2.59
N -1.1751 1.2518 1.2566 -0.51 0.06 -2.42
S -1.5848 -1.4401 0.6742 0.18 -0.64 0.19
H 2.6374 0.5729 -0.0509 0.20 0.08 0.12
H 0.8881 -0.8341 -1.8185 0.15 -0.10 -0.60
H 1.1793 -1.6550 -0.1954 0.11 -0.59 -0.41
H -1.6522 2.1288 1.0520 0.33 -0.06 0.99
H -0.4131 1.2776 1.8969 0.33 0.74 0.82
H -1.3926 -2.4030 -0.2996 -0.36 0.66 0.75
```
Forces are in eV/Å.



DFT (ωB97M-V with the def2-TZVPD basis set) results for an isolated molecule of C2H6N4S at a distorted geometry.

Summary:
SMILES ... N/N=C\NC(N)=S
Gap between HOMO and LUMO ... 8.60 eV
Energy relative to the best compared isomer or geometry (same formula, charge and spin) ... 76.1 kcal/mol
Max |F| ... 6.4 eV/A
Charge ... 0
LUMO level ... 0.28 eV

The geometry in XYZ format:
```
13
Properties=species:S:1:pos:R:3:forces:R:3
N -1.9999 -1.1993 0.1375 -4.09 -3.39 3.60
N -2.0379 -0.0152 -0.6132 2.32 -0.44 2.03
C -0.8271 0.4033 -0.4218 -0.02 1.88 -2.12
N 0.2748 -0.3367 0.1090 -3.54 0.46 0.00
C 1.5498 -0.0513 -0.0113 3.83 1.02 -0.67
N 1.8015 1.2611 0.1338 3.22 4.01 -1.13
S 2.7649 -1.1918 -0.2963 -0.95 0.61 0.19
H -3.0511 -1.8705 0.0776 4.11 3.25 0.51
H -1.7343 -0.8935 1.2696 -1.63 -1.56 -3.97
H -0.6755 1.4167 -0.8402 0.67 -0.77 0.35
H 0.1258 -1.3066 0.1729 -0.67 -1.39 -0.03
H 1.1122 1.8914 0.5144 -0.26 -0.35 -0.06
H 2.6968 1.8925 -0.2320 -2.98 -3.32 1.31
```
Forces are in eV/Å.



DFT (ωB97M-V with the def2-TZVPD basis set) results for an isolated molecule of C2H6N4S at a distorted geometry.

Summary:
SMILES ... C[C@]1(S)N=NNN1
Gap between HOMO and LUMO ... 9.33 eV
Energy relative to the best compared isomer or geometry (same formula, charge and spin) ... 77.6 kcal/mol
Max |F| ... 3.4 eV/A
Charge ... 0
LUMO level ... 0.87 eV

The geometry in XYZ format:
```
13
Properties=species:S:1:pos:R:3:forces:R:3
C -1.1900 -1.1964 -0.0639 -1.92 -2.79 -0.44
C -0.1805 -0.1466 0.2193 1.14 -0.45 0.41
S 0.9331 -0.7491 1.6624 -0.21 -0.64 -0.02
N -0.7288 1.1432 0.6032 1.44 0.50 -1.14
N -0.0173 1.9993 -0.0187 -1.01 0.18 0.25
N 0.7908 1.4630 -0.8947 1.63 0.87 0.21
N 0.6445 0.0807 -0.9978 -1.48 -0.65 0.53
H -0.9553 -1.7828 -1.0594 -0.51 1.32 2.01
H -2.1850 -0.6855 -0.1374 0.83 -0.46 -0.34
H -1.3667 -1.9823 0.7611 0.64 1.27 -1.15
H 1.3951 0.3532 2.2801 -0.29 0.26 -0.52
H 1.4180 2.0693 -1.4253 -0.50 -0.70 0.20
H 1.4422 -0.5660 -0.9289 0.23 1.30 -0.02
```
Forces are in eV/Å.



DFT (ωB97M-V with the def2-TZVPD basis set) results for an isolated molecule of C2H6N4S at a distorted geometry.

Summary:
Gap between HOMO and LUMO ... 9.04 eV
Energy relative to the best compared isomer or geometry (same formula, charge and spin) ... 111.6 kcal/mol
Max |F| ... 3.7 eV/A
Charge ... 0
LUMO level ... 0.53 eV

The geometry in XYZ format:
```
13
Properties=species:S:1:pos:R:3:forces:R:3
C 0.7774 1.5971 0.6873 1.44 -0.28 0.09
C 0.3383 -1.8628 -0.5125 -0.37 0.62 0.17
N -2.1566 0.4495 -0.5354 -2.40 -0.16 -1.38
N -1.2014 1.1072 -0.8314 3.04 2.02 0.45
N -2.1088 -0.5445 0.2664 -0.43 -2.55 1.94
N -0.0161 0.6311 -0.0756 0.16 -1.17 -0.20
S -0.5189 -0.8515 0.7261 0.34 1.91 -1.15
H 1.0613 2.5199 0.0836 -1.10 -1.12 0.70
H 0.2120 1.7958 1.6389 1.18 0.42 -0.68
H 1.8382 1.1082 0.8253 -2.11 0.84 0.33
H -0.0018 -1.5464 -1.4696 -0.39 0.06 -0.77
H 0.4606 -2.9070 -0.4230 -0.79 -1.31 0.48
H 1.3158 -1.4965 -0.3801 1.43 0.72 0.02
```
Forces are in eV/Å.



DFT (ωB97M-V with the def2-TZVPD basis set) results for an isolated molecule of C2H6N4S4 at a distorted geometry.

Summary:
SMILES ... NNC(=S)SSC(=S)NN
Gap between HOMO and LUMO ... 8.98 eV
Energy relative to the best compared isomer or geometry (same formula, charge and spin) ... 0.0 kcal/mol
Max |F| ... 1.2 eV/A
Charge ... 0
LUMO level ... 0.24 eV

The geometry in XYZ format:
```
16
Properties=species:S:1:pos:R:3:forces:R:3
N 0.1310 0.8687 -3.7382 0.58 -0.94 0.33
N -0.6377 0.9159 -2.5774 -0.93 -0.30 0.19
C -0.2090 1.4556 -1.4204 -0.09 -0.13 -0.23
S 1.2499 2.1453 -1.1847 -0.06 -0.04 0.05
S -1.5592 1.3704 -0.2180 0.07 -0.08 0.03
S -0.6146 1.1884 1.5516 0.02 -0.05 -0.14
C -0.2211 -0.5684 1.6492 0.00 -0.06 -0.15
S -0.2397 -1.6377 0.3996 -0.04 0.28 0.25
N 0.1471 -0.8658 2.9048 0.02 0.08 0.14
N 0.6041 -2.1251 3.2954 0.63 0.26 0.21
H 1.0476 0.5000 -3.4483 -0.31 0.21 -0.33
H 0.2951 1.7997 -4.0740 0.02 0.57 -0.04
H -1.4608 0.2957 -2.5956 0.74 0.62 0.17
H 0.1293 -0.1758 3.6506 -0.05 -0.21 -0.35
H -0.0927 -2.8078 3.0611 -0.43 -0.31 -0.17
H 1.4307 -2.3591 2.7441 -0.17 0.10 0.05
```
Forces are in eV/Å.



Please write out number 4 again, unchanged.
DFT (ωB97M-V with the def2-TZVPD basis set) results for a 2-piece molecular cluster, C2H6N4O3 overall at a distorted geometry.

Summary:
SMILES ... [O-]/[N+](O)=N\CO.N#CN
Gap between HOMO and LUMO ... 9.77 eV
Energy relative to the best compared isomer or geometry (same formula, charge and spin) ... 111.9 kcal/mol
Max |F| ... 4.0 eV/A
Charge ... 0
LUMO level ... 0.13 eV

The geometry in XYZ format:
```
15
Properties=species:S:1:pos:R:3:forces:R:3
O 1.1889 -2.7641 -1.1241 0.31 0.55 -0.23
N 0.9406 -1.5819 -0.9366 -1.29 0.77 0.29
O 1.7815 -0.6440 -1.4605 2.17 -3.09 -1.15
N -0.0222 -1.0491 -0.3468 -2.00 0.98 0.13
C -1.1221 -1.9163 0.1365 2.26 -1.55 1.24
O -1.8267 -1.3930 1.2593 2.63 -1.75 0.04
H 1.5068 0.2577 -1.3019 -1.22 1.10 0.92
H -0.5092 -2.7874 0.4858 -1.33 0.08 -0.01
H -1.8571 -2.2289 -0.6093 0.47 0.20 -0.43
H -2.4114 -0.7783 0.9193 -1.97 2.07 -0.87
N 1.1071 1.7035 -0.5853 0.46 0.96 0.52
C 0.8908 2.5172 0.2021 -0.25 -1.37 -1.52
N 0.4702 3.4730 1.0070 -0.68 1.17 0.33
H 0.0476 3.1021 1.8428 0.01 0.04 0.33
H -0.1848 4.0896 0.5117 0.46 -0.17 0.41
```
Forces are in eV/Å.



Question: max |F| of number 10 (C2H6N4S4)?
Answer: 1.2 eV/A



Question: charge of number 5 (C2H6N4OS)?
Answer: 0



Question: LUMO level of number 9 (C2H6N4S)?
Answer: 0.53 eV